C19H40OOsP2 | wB97M-V/def2-TZVPD

```
63
Properties=species:S:1:pos:R:3:mulliken_spin:R:1
P 2.38475 0.56156 0.24259 0.04
P 0.60172 -1.34085 -1.16067 0.10
C 3.31638 -0.75427 -0.70582 -0.01
C 2.38932 -1.41501 -1.71543 0.00
H 3.71274 -1.47130 0.02882 0.02
H 4.20023 -0.31277 -1.18727 0.02
H 2.45842 -0.91622 -2.69407 0.00
H 2.68065 -2.45976 -1.86341 0.01
C 0.37583 -2.88512 -0.20626 0.05
H -0.69794 -3.09761 -0.18146 -0.01
H 0.74547 -2.73879 0.81632 -0.02
H 0.90980 -3.71658 -0.68923 0.02
C -0.41516 -1.41839 -2.64016 0.01
H -0.03453 -2.16584 -3.34594 0.00
H -0.42582 -0.44030 -3.12073 0.00
H -1.43036 -1.67869 -2.34233 0.00
C 3.31990 0.69453 1.79880 0.01
H 2.99681 1.58880 2.34485 0.00
H 4.39450 0.75721 1.59486 0.01
H 3.11653 -0.19689 2.40504 0.00
C 2.77909 2.04800 -0.78891 0.00
H 2.21359 1.99895 -1.73059 0.00
H 3.85430 2.09262 -1.01641 0.00
H 2.48470 2.95418 -0.24715 0.00
Os 0.25342 0.21207 0.40844 2.27
C 5.27135 -2.98993 -3.54751 0.30
C 5.12538 -3.80993 -2.50428 0.27
C 6.22267 -4.25378 -1.57624 0.03
C 7.31214 -3.20451 -1.25088 -0.01
C 6.78358 -1.82582 -0.96025 0.10
C 6.54619 -0.86073 -1.85085 0.09
C 6.80397 -0.94496 -3.32898 0.05
C 6.54709 -2.32083 -3.98885 0.04
C 0.20169 2.09279 1.30604 0.18
H 4.42485 -2.81130 -4.22091 0.00
H 4.17216 -4.32823 -2.35282 0.00
H 6.72705 -5.14921 -1.98601 0.04
H 5.75766 -4.57100 -0.62629 0.02
H 7.82586 -3.56056 -0.34540 0.00
H 8.06215 -3.19401 -2.05196 0.02
H 6.65861 -1.61942 0.10991 0.00
H 6.26130 0.13753 -1.50003 0.00
H 7.84757 -0.65420 -3.54938 0.00
H 6.16351 -0.20057 -3.83401 0.01
H 6.47079 -2.14104 -5.07172 0.00
H 7.42206 -2.96882 -3.84056 0.03
H -0.63530 2.57635 0.76840 0.00
H 1.08856 2.75269 1.35414 0.01
H -0.13855 1.86092 2.33671 0.03
C -4.04373 -0.62024 0.82986 0.02
C -2.93357 0.42796 0.68842 -0.01
C -3.49303 1.39271 -0.39090 0.01
C -2.71698 1.03993 2.06161 0.01
O -1.75579 -0.17696 0.15551 0.27
H -4.95217 -0.08797 1.16185 0.00
H -3.81035 -1.39034 1.58069 0.00
H -4.28449 -1.11101 -0.12084 0.00
H -4.47169 1.82316 -0.11424 0.00
H -2.79672 2.23019 -0.58119 0.00
H -3.62982 0.82510 -1.32072 0.00
H -2.30523 0.29579 2.74890 0.00
H -2.01753 1.87195 2.04092 -0.01
H -3.63399 1.43167 2.53422 0.00
```

Output
- calculated total energy (eV) = -43424.415
- 2S+1 = 5
- HOMO (spin up / spin down) (hartree) = -0.5026 / -0.5191
- expectation value of S² = 6.019
- relative energy (zero: lowest compared OMol25 entry of this formula, charge and spin) (kcal/mol) = 0.00
- LUMO level (spin up / spin down) (eV) = -5.9 / -10.8
- F_max (eV/A) = 6.1
- total charge = +2
- molecular weight (g mol⁻¹) = 536.71

C19H41B3F3N17O11 | wB97M-V/def2-TZVPD

```
94
Properties=species:S:1:pos:R:3:mulliken_charge:R:1
C 0.98816 2.63874 -5.47810 -0.45
C 0.62634 1.35568 -4.96579 -0.25
B -0.25268 -0.06909 -4.85602 0.51
O 0.28909 -1.39798 -5.27515 -0.28
B -0.85527 -2.37269 -5.28483 0.68
C -0.53757 -3.82182 -4.51362 -0.68
C -0.29729 -3.57834 -2.87721 0.23
C -1.67564 -3.89566 -2.01664 0.53
F -2.87801 -3.03669 -2.13571 -0.28
C -1.74780 -5.05920 -1.09138 -0.10
F -2.37597 -6.34294 -1.51915 -0.25
F -1.22431 -4.98957 0.31879 -0.21
O -2.19225 -2.05058 -5.89716 -0.50
B -2.40046 -0.62338 -5.58705 0.24
C -3.28464 0.45798 -6.45203 0.28
C -3.24327 0.44324 -8.07765 -0.32
C -4.03903 1.49072 -9.09124 -0.38
C -4.90601 2.61978 -8.21134 -0.30
C -4.82643 2.45531 -6.59328 -0.20
N -4.09323 1.48326 -5.73380 -0.17
O -1.67880 -0.10130 -4.37274 -0.20
H 1.38197 3.60369 -6.06061 0.34
H 0.49865 -4.27075 -4.89789 0.23
H -1.42006 -4.58445 -4.63540 0.21
H -0.03659 -2.44953 -2.66468 0.03
H 0.54924 -4.30846 -2.46930 0.30
H -2.57306 -0.39449 -8.59053 0.21
H -3.97729 1.47638 -10.25914 0.31
H -5.52492 3.47827 -8.76180 0.27
H -5.44002 3.28630 -5.99094 0.26
C 0.47356 -1.32998 0.28477 0.55
O 0.58378 -1.65098 -0.88794 -0.74
N 0.80145 -2.15213 1.29787 -0.04
N 0.01428 -0.12540 0.66907 0.03
H 0.71764 -1.90574 2.26959 0.07
H 1.15153 -3.06885 1.05209 0.07
H -0.24393 0.52384 -0.06259 -0.03
H -0.08361 0.15727 1.62959 0.07
C 1.58627 2.40694 2.54261 0.65
O 0.56574 2.27253 1.88618 -0.73
N 2.64620 1.58832 2.41520 -0.15
N 1.74238 3.38563 3.45225 -0.32
H 3.49499 1.68302 2.94676 0.15
H 2.57010 0.83800 1.74098 0.11
H 0.96790 4.02399 3.57936 0.21
H 2.57505 3.51250 4.00238 0.13
C 1.72266 -1.97637 5.27606 0.59
O 1.54584 -1.30419 4.27239 -0.59
N 0.77582 -2.78424 5.78660 -0.41
N 2.88013 -1.96942 5.96152 -0.40
H 0.90273 -3.34525 6.61190 0.16
H -0.11079 -2.81895 5.30073 0.22
H 3.61943 -1.37448 5.61084 0.22
H 3.04471 -2.51589 6.78999 0.15
C -0.71742 3.19368 6.12155 0.78
O 0.12129 3.89717 5.58107 -0.64
N -0.90402 3.17734 7.45374 -0.44
N -1.53015 2.37172 5.43344 -0.41
H -1.58939 2.60495 7.91700 0.15
H -0.31266 3.78177 8.00899 0.23
H -1.42251 2.35364 4.42766 0.15
H -2.22676 1.78490 5.86058 0.16
C 5.77362 -0.08767 1.71416 0.64
O 5.12833 0.86664 2.11832 -0.67
N 5.32182 -1.35295 1.78318 -0.28
N 6.99433 0.04044 1.16363 -0.42
H 5.83853 -2.15155 1.45575 0.16
H 4.40675 -1.49354 2.19090 0.14
H 7.37159 0.97646 1.09271 0.23
H 7.54100 -0.73327 0.82509 0.16
C -2.18125 3.33516 -2.48779 0.52
O -3.20178 3.20076 -3.14422 -0.67
N -1.12133 2.51654 -2.61520 -0.18
N -2.02514 4.31385 -1.57815 -0.38
H -0.27254 2.61124 -2.08364 0.16
H -1.19743 1.76622 -3.28942 0.17
H -2.79963 4.95221 -1.45105 0.27
H -1.19248 4.44072 -1.02802 0.16
C 3.86257 -5.54001 1.34864 0.64
O 5.04756 -5.26668 1.24120 -0.66
N 3.37847 -6.29644 2.35027 -0.39
N 2.93469 -5.10935 0.47503 -0.28
H 2.40620 -6.53221 2.45549 0.17
H 4.04373 -6.64109 3.02997 0.21
H 3.25706 -4.53683 -0.29425 0.15
H 1.95442 -5.32388 0.54670 0.14
C -4.13526 4.59957 2.69125 0.53
O -5.19687 5.02131 2.26049 -0.68
N -3.97058 4.21417 3.96960 -0.32
N -3.03494 4.48248 1.92625 -0.18
H -3.10432 3.86436 4.34268 0.23
H -4.77446 4.28623 4.57946 0.18
H -3.11586 4.76191 0.95731 0.10
H -2.15189 4.13743 2.26279 0.16
```

Output
- calculated total energy (eV) = -78400.689
- HOMO (hartree) = -0.2996
- LUMO level (eV) = -1.4
- F_max (eV/A) = 9.7
- SMILES = C#CB1OB(CCC(F)=C(F)F)OB(c2ccccn2)O1.NC(N)=O.NC(N)=O.NC(N)=O.NC(N)=O.NC(N)=O.NC(N)=O.NC(N)=O.NC(N)=O
- molecular weight (g mol⁻¹) = 773.08

C19H41NO4P2SiTc | wB97M-V/def2-TZVPD

```
69
Properties=species:S:1:pos:R:3:mulliken_spin:R:1
Tc -0.77432 0.05324 -0.72004 2.00
Si -2.05750 -0.60805 1.09903 -0.07
P -2.39774 0.71921 -2.17063 -0.06
N -0.33825 1.78448 -0.26005 0.55
H 0.72329 -3.23208 -1.46430 0.02
C -2.00474 1.09101 -3.90898 0.01
H -2.93342 1.40077 -4.40591 0.00
H -1.60433 0.20071 -4.41135 0.00
H -1.27291 1.90685 -3.96933 0.01
C -3.70759 -0.52755 -2.30276 0.02
H -4.43436 -0.12164 -3.01521 0.00
H -4.17492 -0.67893 -1.32232 0.00
H -3.29729 -1.47474 -2.68128 0.01
C -3.21869 2.22975 -1.59352 0.01
H -4.10232 2.37591 -2.22448 0.00
H -2.52902 3.07672 -1.70413 0.01
H -3.50544 2.12137 -0.54132 -0.01
C -2.60927 -2.38699 0.95780 0.05
H -1.72373 -3.03962 0.94216 -0.01
H -3.23650 -2.49972 0.06175 -0.01
H -3.19937 -2.54103 1.87212 0.00
H -1.67739 -0.37497 2.49612 -0.01
H -3.26692 0.27907 1.03185 0.01
C -0.19067 2.99883 0.32256 -0.13
C 0.86675 5.22464 0.35592 -0.09
C 0.74760 3.95090 -0.17560 0.18
C -0.97096 3.42097 1.45290 0.19
C -0.84940 4.70112 1.98434 -0.09
C 0.06818 5.62100 1.44417 0.18
H 1.58780 5.92778 -0.08042 0.00
H 1.35011 3.60672 -1.03395 0.01
H -1.69016 2.70332 1.87892 0.00
H -1.46822 5.02088 2.83208 0.00
H 0.16207 6.61966 1.85700 0.01
C 0.13914 -2.72929 -2.25350 -0.02
O -0.20667 -1.42248 -1.75133 0.11
C 1.05381 -2.58522 -3.47036 0.00
H 0.87618 -3.35662 -4.23765 0.00
H 2.10268 -2.69285 -3.16248 0.00
H 0.92827 -1.59950 -3.93225 0.00
C -1.07665 -3.61106 -2.53485 0.00
H -1.41001 -3.46494 -3.57431 0.00
H -1.91127 -3.39475 -1.85666 0.01
H -0.82094 -4.68088 -2.43332 0.00
C 2.27385 -3.83292 1.97718 0.00
C 1.07147 -3.07017 2.51125 0.00
O 1.16634 -1.60401 2.41657 0.00
P 0.68912 -0.68266 1.14473 0.06
O 1.90592 -1.02303 0.11421 0.03
C 3.18765 -0.31093 -0.12712 0.00
C 4.31214 -0.92319 0.66723 0.00
O 0.82807 0.74512 1.93306 0.01
C 2.02182 1.33719 2.51030 0.00
C 1.64422 1.96239 3.84075 0.00
H 2.44957 -3.60484 0.92496 0.00
H 2.03443 -4.90152 2.05189 0.00
H 3.19845 -3.67988 2.54256 0.00
H 0.17243 -3.36434 1.94732 0.00
H 0.95416 -3.26135 3.58721 0.00
H 3.36259 -0.40337 -1.19931 0.00
H 3.03001 0.72426 0.14581 0.00
H 4.06462 -0.97273 1.72493 0.00
H 4.60644 -1.91769 0.32191 0.00
H 5.19019 -0.27567 0.56930 0.00
H 2.82949 0.59726 2.65649 0.00
H 2.34366 2.09032 1.78521 0.00
H 1.31479 1.20185 4.55288 0.00
H 2.54163 2.44108 4.25169 0.00
H 0.86200 2.71683 3.75255 0.00
```

Output
- calculated total energy (eV) = -58700.872
- 2S+1 = 4
- HOMO (spin up / spin down) (hartree) = -0.2139 / -0.2570
- expectation value of S² = 3.804
- LUMO level (spin up / spin down) (eV) = 0.7 / -0.2
- F_max (eV/A) = 3.5
- molecular weight (g mol⁻¹) = 535.57